# 1
DFT (the ωB97M-V functional and the def2-TZVPD basis) results for a cluster of 2 separate species, C4H13N2O in total at a distorted geometry.

Each line ends with the Löwdin charge.
Atoms and positions in Å:
1 C 0.341 0.554 1.345  -0.140
2 C 0.098 -0.966 1.014  -0.187
3 C 1.126 -1.892 0.227  -0.036
4 C 1.833 -1.251 -0.903  -0.152
5 N 1.105 -0.468 -1.848  -0.008
6 N -0.055 1.620 0.304  0.144
7 H -0.208 0.832 2.314  0.153
8 H 1.389 0.549 1.432  0.096
9 H -0.849 -0.938 0.526  0.072
10 H -0.120 -1.400 2.020  0.123
11 H 1.226 -2.884 0.568  0.066
12 H 2.814 -1.638 -1.217  0.101
13 H 1.610 -0.556 -2.753  0.108
14 H 0.129 -0.849 -1.924  0.115
15 H 0.244 2.573 0.515  0.151
16 H -1.099 1.673 0.127  0.116
17 H 0.562 1.404 -0.625  0.191
18 H -3.258 0.726 -0.969  0.061
19 H -3.909 1.656 0.042  0.131
20 O -2.978 1.254 -0.195  -0.104

Charge: +1
Frontier orbital gap (eV): 8.46
Energy above the lowest of the compared OMol25 structures with the same formula, charge and spin (kJ/mol): 358.3

# 2
DFT (the ωB97M-V functional and the def2-TZVPD basis) results for a cluster of 3 separate species, C4H13N2O in total at a distorted geometry.

Each line ends with the Löwdin charge.
Atoms and positions in Å:
1 C 2.260 1.667 0.131  -0.015
2 C -2.920 -0.267 -1.646  -0.108
3 C 0.870 0.888 -0.060  -0.166
4 C 0.661 0.159 -1.160  -0.084
5 N 0.548 -0.545 -2.027  0.382
6 N 1.161 -1.531 2.314  0.014
7 O -1.900 -1.202 -1.231  -0.153
8 H 2.729 1.129 0.955  0.074
9 H 2.853 1.593 -0.797  0.082
10 H 2.138 2.811 0.324  0.123
11 H -2.486 0.779 -1.366  0.103
12 H -3.806 -0.477 -1.043  0.092
13 H -2.930 -0.208 -2.733  0.081
14 H -0.024 1.577 0.048  0.175
15 H 0.771 0.244 0.833  0.108
16 H 0.647 -0.883 2.915  0.029
17 H -0.082 -1.014 -2.688  0.169
18 H 1.651 -2.051 3.035  0.027
19 H -2.278 -1.987 -1.547  0.052
20 H 0.505 -2.231 2.021  0.013

Charge: +1
Frontier orbital gap (eV): 10.26
Energy above the lowest of the compared OMol25 structures with the same formula, charge and spin (kJ/mol): 390.3

| no. | DFT total energy (Ha) |
| --- | --- |
| 1 | -344.6304 |
| 2 | -344.6182 |